106
Properties=species:S:1:pos:R:3:forces:R:3 method="wB97M-V/def2-TZVPD" spin_multiplicity=2 gap_ha="0.161 / 0.195" total_charge=-2 s2=0.791 largest_force_ha_per_bohr=0.01484 lumo_ha="0.153 / 0.153" homo_energy_ev="-0.2 / -1.1"
Sn -0.4377 0.1417 0.0979 0.2 0.4 0.5
N -1.8003 1.3894 -2.7671 0.0 0.0 -0.2
C -3.0660 1.7633 -2.1245 0.1 -0.1 0.2
C -4.0999 0.6554 -2.2535 0.3 -0.3 0.0
C -3.5929 -0.7618 -1.8278 -0.2 0.0 0.4
O -3.9947 -1.7138 -2.5329 0.2 0.0 -0.2
O -2.8721 -0.8375 -0.7954 -0.5 0.3 -0.5
H -1.2748 2.2155 -3.0279 0.0 -0.1 0.0
H -1.9824 0.8591 -3.6148 0.0 0.0 0.1
H -3.4722 2.6896 -2.5557 -0.1 0.0 0.1
H -2.8686 1.9541 -1.0635 0.0 0.0 0.0
H -4.4465 0.5811 -3.2877 0.0 0.0 0.0
H -4.9641 0.8876 -1.6252 0.0 0.0 0.0
C -4.5925 2.8172 3.2926 -0.1 0.1 0.0
C -4.4278 1.9238 2.2404 0.0 0.0 0.0
C -3.3218 1.0881 2.2168 0.1 0.0 0.0
C -2.3646 1.1085 3.2334 0.0 -0.1 0.0
C -2.5553 1.9999 4.2882 0.0 0.0 -0.1
C -3.6556 2.8521 4.3148 0.0 0.0 0.1
P -0.9542 -0.2521 2.9140 0.0 0.2 0.0
C 0.1810 0.3658 4.2247 0.1 0.2 -0.1
C 0.7775 -0.5537 5.0862 0.0 0.0 0.0
C 1.7518 -0.1555 5.9876 0.0 0.0 0.1
C 2.1638 1.1711 6.0312 -0.1 0.0 0.0
C 1.5708 2.0961 5.1858 0.0 0.1 0.0
C 0.5772 1.6980 4.3009 0.0 -0.1 0.0
C -1.9956 -1.6147 3.5452 -0.2 -0.2 0.1
C -3.0920 -1.5736 4.3918 0.2 0.1 -0.2
C -3.7608 -2.7625 4.7061 -0.1 -0.2 0.1
C -3.3755 -3.9756 4.1722 0.0 0.1 0.0
C -2.2503 -4.0602 3.3241 0.1 0.3 0.1
C -1.7664 -5.2474 2.7162 0.0 -0.2 -0.2
C -0.6372 -5.2107 1.9096 -0.2 -0.1 0.1
C 0.0825 -4.0404 1.6919 0.0 0.2 -0.1
C -0.3443 -2.8405 2.2873 0.3 0.0 0.3
C -1.5478 -2.8613 3.0710 -0.2 -0.1 0.0
H -5.4504 3.4809 3.3148 0.0 0.0 0.0
H -5.1634 1.8825 1.4442 0.0 0.0 0.0
H -3.1840 0.3856 1.3938 -0.1 0.0 -0.1
H -1.8451 2.0279 5.1078 0.0 0.0 0.0
H -3.7885 3.5424 5.1428 0.0 0.0 0.0
H 0.4863 -1.5960 5.0225 0.0 0.0 0.0
H 2.2138 -0.8817 6.6473 0.0 0.0 0.0
H 2.9387 1.4786 6.7246 0.0 0.0 0.0
H 1.8929 3.1317 5.1999 0.0 0.0 0.0
H 0.1221 2.4270 3.6434 0.0 0.0 0.0
H -3.4416 -0.6309 4.7928 0.0 0.0 0.0
H -4.6135 -2.7258 5.3767 0.0 0.0 0.0
H -3.9447 -4.8715 4.4007 0.0 0.0 0.0
H -2.3067 -6.1777 2.8573 0.0 0.0 0.0
H -0.3012 -6.1304 1.4407 0.0 0.0 0.0
H 0.9823 -4.0373 1.0887 0.0 0.0 0.0
N -1.0627 -2.3020 -2.8450 0.1 0.0 -0.1
C -0.0457 -2.9669 -3.4332 0.0 0.1 0.0
C -0.2527 -4.2046 -4.0776 -0.1 -0.1 0.0
C 0.7826 -4.8585 -4.7104 0.0 0.1 0.0
C 2.0639 -4.3118 -4.7373 0.2 0.0 -0.1
C 2.2882 -3.0986 -4.1063 -0.2 -0.1 0.0
C 1.2623 -2.4221 -3.4540 0.0 0.1 0.2
P 1.5309 -0.8415 -2.5729 0.4 -0.2 -0.3
C 1.6780 0.3477 -3.9532 -0.2 0.2 0.0
C 1.9359 1.6809 -3.6123 0.0 -0.2 0.0
C 1.9045 2.6792 -4.5705 0.1 0.1 0.0
C 1.5818 2.3722 -5.8869 0.0 -0.1 0.0
C 1.2881 1.0594 -6.2274 0.0 0.1 -0.1
C 1.3321 0.0546 -5.2712 0.1 0.0 0.0
C 3.2619 -1.0784 -2.0182 0.0 0.0 0.0
C 4.2963 -0.1712 -2.2223 0.0 0.0 0.0
C 5.5497 -0.3975 -1.6681 0.1 0.0 0.0
C 5.7852 -1.5315 -0.9077 0.0 0.0 0.0
C 4.7589 -2.4438 -0.7022 0.0 0.0 0.0
C 3.5063 -2.2153 -1.2425 0.1 0.1 0.0
H -0.8751 -1.4967 -2.2635 -0.1 0.0 0.1
H -2.0022 -2.6624 -2.7573 -0.1 0.0 0.0
H -1.2439 -4.6427 -4.0573 0.0 0.0 0.0
H 0.5978 -5.8131 -5.1904 0.0 0.0 0.0
H 2.8758 -4.8296 -5.2334 0.0 0.0 0.0
H 3.2825 -2.6687 -4.1076 0.0 0.0 0.0
H 2.1388 1.9215 -2.5733 0.0 0.1 -0.1
H 2.1119 3.7057 -4.2909 0.0 0.0 0.0
H 1.5323 3.1553 -6.6335 0.0 0.0 0.0
H 1.0157 0.8181 -7.2484 0.0 0.0 0.0
H 1.0936 -0.9641 -5.5508 0.0 0.0 0.0
H 4.1288 0.7183 -2.8165 0.0 0.0 0.0
H 6.3487 0.3174 -1.8284 0.0 0.0 0.0
H 6.7619 -1.6980 -0.4692 0.0 0.0 0.0
H 4.9302 -3.3283 -0.1014 0.0 0.0 0.0
H 2.7013 -2.9128 -1.0582 0.0 0.0 0.0
C 2.8317 3.4853 -0.4012 -0.2 -0.1 0.0
Si 0.9862 3.7932 -0.0324 -0.2 0.1 0.1
C 0.1007 4.3528 -1.6235 0.1 -0.2 0.1
C 0.9033 5.3443 1.0897 0.0 -0.2 -0.1
C 0.1892 2.3420 0.7870 0.2 0.1 -0.2
H 3.4764 4.2354 0.0617 0.0 0.0 0.0
H 3.0510 3.4792 -1.4725 0.0 0.1 0.0
H 3.1196 2.5084 -0.0035 0.0 0.0 0.0
H 0.3866 5.3577 -1.9442 0.1 0.0 0.1
H -0.9797 4.3509 -1.4540 0.0 0.0 0.0
H 0.2993 3.6696 -2.4531 0.0 0.0 0.0
H 1.2938 6.2477 0.6102 0.0 0.0 -0.1
H 1.4618 5.1848 2.0159 0.0 0.0 0.0
H -0.1367 5.5366 1.3676 0.0 0.0 0.0
H 0.8627 2.0347 1.5948 0.0 0.0 0.0
H -0.7337 2.6972 1.2697 0.0 -0.1 0.0
S 1.5830 -1.1136 1.2993 0.2 0.2 0.0
C 0.2733 -1.5780 2.3358 -0.1 -0.5 -0.3